Here is 7 unconnected molecules or ions with the total composition H14O7 in a non-equilibrium geometry from OMol25. Energies are from ωB97M-V/def2-TZVPD.

Calculated values
Largest force on an atom (eV Å⁻¹): 2.868
HOMO (eV): -10.8
E_tot (Eh): -535.054223
Structure (SMILES): O.O.O.O.O.O.O
Energy relative to the best compared isomer or geometry (same formula, charge and spin) (kcal/mol): 43.7
Orbital gap (eV): 10.95

XYZ file:
```
21
Properties=species:S:1:pos:R:3:forces:R:3
O -0.335 -0.551 2.309 -0.75 0.06 1.10
H -1.048 -0.613 2.976 0.36 0.50 -0.44
H -0.001 -1.448 2.341 0.68 -0.53 -0.33
O -1.303 -0.326 -3.732 0.62 0.30 0.17
H -2.231 -0.340 -3.944 -0.52 -0.02 -0.09
H -1.146 0.552 -3.359 -0.11 -0.29 -0.13
O -1.307 3.247 0.386 0.49 -0.07 1.25
H -1.615 2.822 -0.397 -0.44 -0.41 -0.86
H -0.931 2.505 0.899 -0.10 0.53 -0.39
O 2.946 0.160 0.883 0.97 -0.60 2.63
H 2.530 0.518 0.142 -1.19 1.24 -2.04
H 2.639 0.720 1.620 0.23 -0.31 -0.47
O 0.569 1.067 -0.377 0.83 0.60 1.28
H 0.343 0.149 -0.401 -0.58 -1.05 -0.38
H 0.363 1.449 -1.210 -0.28 0.30 -1.08
O -1.340 -1.232 -0.064 0.29 0.82 -1.67
H -1.960 -1.952 -0.007 0.02 -0.12 0.70
H -0.986 -0.859 0.754 -0.67 -0.69 0.60
O 1.502 -2.188 0.643 -0.70 -1.12 0.67
H 1.565 -2.390 -0.290 0.06 0.36 -0.11
H 1.756 -1.287 0.836 0.81 0.48 -0.39
```
Positions in Å, forces in eV/Å.

=====

Here is 7 unconnected molecules or ions with the total composition H14O7 from OMol25. Energies are from ωB97M-V/def2-TZVPD.

Calculated values
Largest force on an atom (eV Å⁻¹): 0.745
HOMO (eV): -10.7
E_tot (Eh): -535.049076
Structure (SMILES): O.O.O.O.O.O.O
Energy relative to the best compared isomer or geometry (same formula, charge and spin) (kcal/mol): 46.9
Orbital gap (eV): 10.85

XYZ file:
```
21
Properties=species:S:1:pos:R:3:forces:R:3
O 1.227 -0.091 -0.706 0.26 -0.41 0.18
H 0.581 -0.774 -0.918 0.00 0.36 -0.15
H 0.771 0.734 -0.903 -0.04 -0.14 0.14
O -1.282 0.384 -1.721 -0.43 -0.04 -0.20
H -2.171 0.237 -1.379 -0.06 0.09 0.15
H -1.336 1.245 -2.151 0.09 -0.01 0.04
O -0.520 2.923 0.210 -0.07 0.01 0.18
H -1.325 2.931 0.739 0.03 0.00 -0.10
H 0.184 3.062 0.853 0.06 -0.03 -0.16
O 3.109 1.759 0.665 0.11 0.20 0.31
H 3.833 1.124 0.674 -0.14 -0.03 -0.17
H 2.920 1.913 1.597 0.05 -0.03 -0.10
O -2.324 -1.524 1.742 0.13 -0.17 -0.05
H -2.104 -0.626 1.471 0.07 0.08 0.07
H -1.695 -2.075 1.263 0.12 -0.01 0.17
O 4.187 -2.497 -0.314 -0.09 -0.12 0.14
H 3.885 -2.312 0.582 0.02 0.03 -0.11
H 3.417 -2.885 -0.746 0.09 0.13 -0.03
O -4.037 -0.878 -0.257 0.04 0.24 -0.71
H -3.702 -1.205 -1.099 -0.29 -0.11 -0.03
H -3.617 -1.445 0.399 0.03 -0.04 0.40
```
Positions in Å, forces in eV/Å.

=====

Here is 7 unconnected molecules or ions with the total composition H14O7 in a non-equilibrium geometry from OMol25. Energies are from ωB97M-V/def2-TZVPD.

Calculated values
Largest force on an atom (eV Å⁻¹): 1.007
HOMO (eV): -10.4
E_tot (Eh): -535.063226
Structure (SMILES): O.O.O.O.O.O.O
Energy relative to the best compared isomer or geometry (same formula, charge and spin) (kcal/mol): 38.0
Orbital gap (eV): 10.46

XYZ file:
```
21
Properties=species:S:1:pos:R:3:forces:R:3
O -1.688 -0.976 1.976 0.51 0.40 0.72
H -2.094 -0.953 2.851 -0.08 -0.06 -0.13
H -0.800 -0.608 2.105 -0.04 -0.17 0.02
O 1.239 1.640 1.770 -0.02 -0.26 -0.10
H 2.182 1.805 1.679 -0.06 0.08 0.05
H 0.947 1.356 0.886 -0.08 0.18 0.16
O -0.176 2.574 -2.019 0.01 -0.11 0.05
H 0.433 2.485 -2.757 -0.03 -0.03 0.01
H -0.127 1.719 -1.557 0.02 0.38 -0.20
O -2.488 1.390 0.573 0.16 -0.05 0.12
H -1.984 0.754 1.105 -0.44 0.21 -0.21
H -2.874 1.997 1.211 0.06 0.04 -0.08
O 0.634 0.220 -0.669 0.04 -0.39 0.36
H 1.523 -0.114 -0.501 -0.02 -0.07 -0.35
H 0.083 -0.576 -0.726 -0.18 -0.03 -0.11
O 2.947 -1.962 -2.032 0.07 0.13 0.19
H 3.472 -2.013 -1.226 0.03 -0.11 -0.08
H 3.566 -1.655 -2.703 -0.08 -0.01 -0.01
O -1.673 -2.253 -0.363 0.16 0.50 0.35
H -1.270 -3.077 -0.074 -0.05 0.01 -0.01
H -1.850 -1.752 0.470 0.03 -0.66 -0.76
```
Positions in Å, forces in eV/Å.